one:
{"formula": "C3H2F2O", "method": "ωB97M-V with the def2-TZVPD basis set", "elements": ["C", "C", "C", "O", "F", "F", "H", "H"], "positions_angstrom": [[0.371, -0.452, 0.710], [-1.134, -0.559, 0.303], [-0.890, 0.820, -0.252], [0.410, 0.869, 0.329], [-1.983, -1.523, 0.010], [-1.688, 1.810, 0.190], [1.134, -0.962, 1.249], [-0.827, 0.908, -1.344]], "orbital_gap_ev": 9.0, "homo_ev": -8.7, "charge": 0, "lumo_ha": 0.012}

two:
{"formula": "C3H2F2O", "method": "ωB97M-V with the def2-TZVPD basis set", "elements": ["C", "C", "C", "O", "F", "F", "H", "H"], "positions_angstrom": [[2.624, 1.889, -0.381], [-0.451, 0.010, 0.464], [-1.241, -0.993, 0.137], [2.235, 1.338, -1.278], [0.584, -0.318, 1.132], [-2.401, -0.930, -0.655], [-0.371, 0.956, 0.127], [-0.978, -1.952, 0.454]], "orbital_gap_ev": 11.1, "homo_ev": -10.0, "charge": 0, "lumo_ha": 0.041}

three:
{"formula": "C3H2F2O", "method": "ωB97M-V with the def2-TZVPD basis set", "elements": ["C", "C", "C", "O", "F", "F", "H", "H"], "positions_angstrom": [[0.398, -1.731, -0.964], [-0.094, -0.834, -0.355], [-0.875, 1.037, 0.470], [0.051, 1.477, 1.288], [-1.145, 1.797, -0.598], [-2.046, 0.696, 1.031], [0.791, -2.584, -1.441], [-0.173, 2.325, 1.710]], "orbital_gap_ev": 10.0, "homo_ev": -10.3, "charge": 0, "lumo_ha": -0.008}

Most stable structure: two